No. 1
ORCA calculation (wB97M-V/def2-TZVPD) on CH5N3S in the gas phase at a distorted geometry.

Geometry as XYZ:
```
10
Properties=species:S:1:pos:R:3:forces:R:3:mulliken_charge:R:1
N -0.708460 -0.584746 0.509772 1.1 -1.5 -0.4 -0.418
N 1.377598 -1.172024 -0.431970 -0.4 1.9 0.2 -0.649
N 0.598025 1.153959 -0.201430 3.2 -0.7 -1.1 -0.442
H 0.023270 1.681767 0.391732 -1.1 0.3 0.9 0.234
S -2.065021 -0.174626 -0.473091 -0.7 0.2 1.2 -0.157
C 0.565014 -0.237821 -0.081934 -1.8 -0.1 0.5 0.480
H -0.690100 -1.606687 0.633439 0.0 0.6 -0.1 0.338
H -2.845657 0.089736 0.636205 0.3 0.0 -1.0 0.152
H 2.188176 -0.681848 -0.819536 0.3 -0.5 0.1 0.219
H 1.557156 1.532293 -0.163187 -0.8 -0.3 -0.4 0.243
```
Forces are in eV/Å.

## Properties
E_tot: -16423.0507 eV
structure (SMILES): [H]/N=C(\N)NS
frontier orbital gap: 9.91 eV
relative energy (zero: lowest compared OMol25 entry of this formula, charge and spin): 26.0 kJ/mol
max |F|: 3.5 eV/Å
2S+1: 1

---

No. 2
ORCA calculation (wB97M-V/def2-TZVPD) on C34H19F5N5OS2V as an isolated structure.

Geometry as XYZ:
```
67
Properties=species:S:1:pos:R:3:forces:R:3:mulliken_charge:R:1
C 1.631108 1.322744 -2.088833 -0.1 0.0 0.0 0.349
N 2.045238 2.189635 -1.091747 0.0 0.0 0.0 -0.534
C 0.392246 -4.943796 1.187103 0.0 0.0 0.0 -0.594
H 5.008739 -8.456117 0.440916 0.0 0.0 0.0 0.304
C -1.569004 -0.945963 3.237981 0.0 0.0 0.0 0.089
H 1.811001 7.202766 2.588287 0.0 0.0 0.0 0.405
C -4.031929 4.638536 -0.870428 0.0 0.1 0.0 -0.615
C 2.570146 -3.919961 1.252047 0.0 0.0 0.0 -0.429
H -4.173515 5.448128 -0.169793 0.0 0.0 0.0 0.492
C 3.387510 -7.093196 0.648334 0.0 0.0 0.0 0.734
C 2.865685 4.469393 0.869869 0.0 0.0 0.0 -0.202
H 0.716636 -0.973373 -5.025203 0.0 0.0 0.0 0.433
C -2.831945 -0.483548 1.215615 0.0 0.0 0.1 0.209
H 3.629900 -3.990857 1.457066 0.0 0.0 0.0 0.436
H -5.978019 4.740635 -1.741911 0.0 0.0 0.0 0.411
C 2.905951 5.614346 1.656835 0.0 0.0 0.0 -0.585
N 0.340398 1.139499 -2.439897 0.2 -0.1 0.0 0.134
C 0.656332 -2.635723 0.528824 0.0 0.0 0.0 0.247
H -1.214061 -3.686668 0.529617 0.1 0.0 0.0 0.565
S -3.284464 0.613698 -0.077299 0.3 0.2 -0.1 -0.542
C 2.026005 -2.736114 0.789952 0.0 0.0 0.0 -0.657
O 3.512012 -6.459726 -0.362303 0.0 0.0 0.0 -0.527
H 3.403635 -9.188610 0.342886 0.0 0.0 0.0 0.277
C 1.625018 4.042185 0.440244 0.0 0.0 0.0 0.144
H 3.124535 -0.709544 -4.353710 0.0 0.0 0.0 0.434
C -2.878148 -2.679208 2.244852 -0.1 0.1 0.1 -0.025
H -5.484426 2.892659 -3.371591 0.0 0.0 0.0 0.440
C 2.341152 -0.180133 -3.827817 0.0 0.0 0.0 -0.374
C 1.742097 6.313543 1.975567 0.0 0.0 0.0 -0.586
H 4.046381 -8.715822 1.924951 0.0 0.0 0.0 0.357
H 3.762514 3.926172 0.605126 0.0 0.0 0.0 0.529
H 3.856556 5.974040 2.028130 0.0 0.0 0.0 0.405
C -3.521655 2.614539 -2.588207 0.0 0.0 -0.1 -0.012
C -5.014438 4.248506 -1.747147 0.0 0.0 0.0 -0.398
C 0.466464 4.738410 0.757349 0.0 0.0 0.0 0.122
C -4.750485 3.222152 -2.651348 0.0 0.0 0.0 -0.806
C 1.754435 -5.028453 1.446847 0.0 0.0 0.0 0.112
C -0.652061 4.039567 0.091243 -0.1 -0.1 0.0 -0.028
C -0.153428 -3.754446 0.735755 0.0 0.0 -0.1 -0.470
C -1.976203 -0.086905 2.237623 -0.1 0.1 0.0 0.323
F -3.305117 -3.945805 2.232217 0.0 0.0 0.0 -0.382
C -2.021140 -2.254192 3.242121 0.0 0.0 0.0 0.884
V -1.218167 1.383129 -1.049591 -0.4 -0.3 -0.2 -0.284
C -2.792460 3.987228 -0.864750 -0.1 0.0 -0.2 0.292
H 3.664312 0.819960 -2.455137 0.0 0.0 0.0 0.499
C -0.381898 -0.347048 -0.310462 0.1 0.1 0.0 -0.498
F -4.074596 -2.267556 0.290823 0.0 0.0 0.0 -0.409
N -1.835150 4.518201 -0.016792 0.0 0.0 0.1 -0.486
H -0.238886 -5.809946 1.337153 0.0 0.0 0.0 0.461
C 0.058125 0.339270 -3.481553 -0.1 0.0 0.0 0.003
H 2.655278 -1.869982 0.632677 0.0 0.0 0.0 0.514
F -1.630380 -3.098141 4.197440 0.0 0.0 0.0 -0.371
F -0.733085 -0.529497 4.192242 0.0 0.0 0.0 -0.335
H -0.408274 6.430854 1.747244 0.0 0.0 0.0 0.528
C 0.499915 5.890423 1.517722 0.0 0.0 0.0 -0.225
C 0.091864 -1.402278 0.067515 0.1 0.0 -0.1 0.739
C -3.272051 -1.798543 1.252449 0.0 0.0 0.0 0.412
C 2.648260 0.653398 -2.780654 0.0 0.0 0.0 -0.551
C 1.007947 -0.332800 -4.206365 0.0 0.0 0.0 -0.849
F -1.487654 1.160295 2.257263 0.0 0.0 0.0 -0.385
S 2.428286 -6.546991 2.057320 0.0 0.0 0.0 -0.239
H -3.279196 1.794561 -3.255260 0.0 0.0 0.0 0.302
N -2.564406 2.954715 -1.707699 0.0 0.0 0.3 0.129
H -0.995751 0.215537 -3.712366 0.0 0.0 0.0 0.291
C 1.223632 2.911748 -0.422412 0.0 -0.2 0.0 -0.008
N -0.155975 2.870126 -0.457091 0.2 0.3 0.0 0.466
C 4.008656 -8.449645 0.870153 0.0 0.0 0.0 -1.064
```
Forces are in eV/Å.

## Properties
E_tot: -106010.0085 eV
frontier orbital gap (spin up / spin down): 6.60 / 6.79 eV
relative energy (zero: lowest compared OMol25 entry of this formula, charge and spin): 43.1 kJ/mol
max |F|: 0.6 eV/Å
2S+1: 3

---

No. 3
ORCA calculation (wB97M-V/def2-TZVPD) on a 14-piece molecular cluster, C39H104N6O20S2 overall at a distorted geometry.

Geometry as XYZ:
```
171
Properties=species:S:1:pos:R:3:forces:R:3:mulliken_charge:R:1
H -11.679840 -10.244020 -17.935490 -2.4 -1.2 -0.9 0.373
H -8.671600 -11.225670 -16.634540 -0.4 0.2 1.1 0.414
H -13.541180 -15.245710 -11.426590 -0.2 0.2 -0.4 0.415
H -18.469680 -8.743960 -16.963390 0.7 -0.1 1.0 -0.020
H -20.927500 -3.567100 -16.997120 -0.5 -0.4 0.2 0.558
H -19.647300 -10.250740 -18.987100 0.1 -0.6 -0.5 0.359
H -13.167970 -17.105500 -15.647330 -0.1 -0.2 0.3 0.476
H -14.595520 -6.419430 -21.826760 0.1 0.4 0.1 0.422
H -21.199300 -6.678560 -15.032990 0.3 -0.3 0.1 0.500
H -17.053470 -11.283020 -13.935840 0.2 0.0 -0.1 0.312
C -12.936280 -17.512510 -12.825990 2.0 -1.1 0.8 -2.048
H -12.001380 -11.792940 -12.919700 -0.5 -0.3 -0.3 0.199
O -14.407980 -8.391230 -17.873830 -3.2 -0.4 -0.2 0.789
H -17.785950 -9.010310 -20.360120 -0.3 0.1 -0.1 0.438
N -7.817150 -11.730740 -18.181940 1.4 1.3 -1.9 0.917
O -9.516310 -10.588600 -13.381860 -1.7 0.4 -1.5 -0.810
C -17.986170 -5.811030 -14.833840 2.0 1.0 1.0 1.352
C -18.306350 -8.698670 -19.454490 0.9 -0.1 0.6 -1.301
H -13.705810 -17.676940 -12.071750 -0.9 0.4 -0.8 0.430
O -13.031200 -6.500920 -18.551480 -0.8 0.9 -1.6 -0.773
O -9.797170 -10.301060 -15.727280 -0.3 0.9 -1.8 -0.745
N -12.242540 -11.694440 -11.943870 1.5 -1.6 -0.5 -0.589
H -9.522380 -14.478420 -19.174420 0.0 0.0 -0.2 0.509
C -6.657830 -10.756710 -18.513020 -1.3 0.3 0.2 1.586
C -13.642810 -10.016030 -11.190780 -1.3 0.2 -1.2 -1.710
C -16.855660 -12.871350 -19.526650 -0.6 1.3 0.6 -0.610
H -6.229670 -9.674620 -20.344330 0.2 0.0 0.0 0.556
C -7.947240 -13.011900 -18.931270 1.2 0.5 -1.7 1.667
H -11.964330 -15.732470 -10.985700 0.4 0.0 -0.2 0.422
O -12.833460 -6.423870 -16.241240 -1.1 1.5 1.7 -0.844
C -18.823700 -5.915090 -13.531240 -2.5 -0.2 -1.2 -1.072
H -15.925580 -7.495820 -21.761820 -0.1 -0.8 0.1 0.025
H -4.483610 -10.446600 -18.149240 -0.2 0.4 -0.2 0.436
H -19.199280 -8.091480 -19.603140 0.1 0.1 -0.6 0.459
C -6.917300 -10.454340 -20.016760 1.6 -1.3 -0.5 -1.231
H -4.749300 -12.022460 -18.817150 -0.5 0.1 -0.9 0.309
H -9.311300 -14.655190 -14.843600 0.3 0.5 -0.9 0.417
H -7.262850 -15.131730 -19.030140 -0.1 0.1 -0.1 0.473
H -5.602980 -12.025420 -20.839710 -0.1 -0.4 0.4 0.326
H -8.223700 -15.946010 -14.684220 -0.4 -0.8 0.4 0.322
O -10.789780 -9.916060 -18.083270 1.7 -1.9 -1.8 0.183
H -12.823720 -9.670680 -10.559970 -0.4 -0.5 0.7 0.413
H -16.329440 -7.431550 -25.680660 -0.2 0.7 0.3 0.362
N -19.222730 -9.322350 -17.307620 0.2 1.0 0.4 -0.662
H -13.603950 -10.973750 -19.099050 0.7 0.1 0.7 -0.176
H -10.925620 -8.979960 -17.919350 -0.2 3.4 0.5 0.788
H -17.706390 -10.626850 -12.379400 -0.4 -0.7 -0.1 0.378
C -16.840670 -6.843800 -14.618130 -0.5 0.9 -0.3 -2.240
O -13.159030 -10.634740 -18.298020 -1.1 -0.1 -0.2 -1.064
H -11.616350 -14.506820 -15.933520 0.8 0.0 0.4 0.031
O -13.584430 -11.483680 -15.894650 -0.9 -3.2 0.0 0.338
H -5.914320 -14.022060 -18.721490 -0.1 0.2 -0.2 0.310
C -9.133540 -15.664640 -15.214430 -1.0 0.3 1.0 -1.639
C -15.038040 -7.266180 -22.351440 1.2 -0.2 -0.5 -0.210
H -9.908060 -17.347620 -12.764770 0.3 -0.5 0.5 0.369
H -21.010720 -5.396200 -18.235920 0.2 0.2 -0.2 0.443
H -19.916670 -6.741800 -18.105020 0.0 0.2 0.3 0.236
O -11.600430 -11.227710 -14.457430 -0.9 -0.8 -1.4 -0.801
H -9.533820 -13.505020 -17.709850 -0.4 -0.2 0.1 0.315
O -17.653530 -11.656380 -19.565520 0.4 -1.6 -1.4 -0.378
H -16.347100 -6.536660 -13.696090 0.0 -0.3 0.1 0.421
H -14.027620 -8.190490 -20.291930 -0.4 0.3 -0.4 -0.083
C -20.856200 -5.644000 -15.039970 -0.7 -0.2 0.0 -1.505
H -6.364700 -9.044720 -16.885010 0.9 -1.0 0.2 0.366
H -13.730470 -8.406830 -14.498260 -1.9 -1.4 -1.3 -0.071
H -19.888450 -4.192050 -13.914930 -0.3 0.5 0.1 0.280
N -14.306420 -6.195120 -24.446920 0.2 1.8 0.0 -0.759
H -16.786840 -10.632260 -18.062520 0.2 -0.1 0.8 -0.132
H -12.262330 -8.066520 -14.101740 2.3 -1.6 0.3 0.566
C -17.299670 -4.352650 -14.827550 -0.3 -1.3 -0.7 -1.567
C -6.856190 -9.301830 -17.823330 0.4 -1.4 0.5 -1.509
C -11.601960 -15.596720 -15.930380 -1.3 -2.2 1.3 -0.681
H -14.437080 -16.044940 -13.919760 -0.1 0.4 0.6 0.472
H -17.287710 -13.631170 -18.875420 -0.3 0.1 0.4 0.309
H -20.821110 -5.148270 -12.847570 -0.2 -0.6 -0.1 0.426
H -13.836480 -5.509750 -23.872880 -0.2 0.5 0.2 0.322
C -13.602700 -11.486460 -11.596210 -0.3 0.6 0.4 0.781
H -12.734210 -11.586550 -15.460890 2.3 0.1 1.8 0.189
S -12.037000 -6.402580 -17.462770 2.1 1.0 -0.5 0.986
C -5.216350 -11.251700 -18.204040 0.4 -0.5 0.4 -1.937
H -16.768060 -4.208370 -15.768120 -0.3 0.3 -0.3 0.386
C -12.436830 -16.082910 -13.078240 -1.0 -1.6 -0.6 1.563
H -14.021590 -7.554640 -18.142940 2.0 2.7 -1.1 0.444
H -11.185210 -18.489210 -15.210090 -0.9 0.5 -0.3 0.358
H -7.083740 -14.354510 -17.463220 0.1 -0.1 0.1 0.300
H -17.301500 -7.824560 -14.500480 0.3 -0.1 -0.1 0.403
H -19.699720 -3.368910 -15.832870 0.9 0.5 -0.7 0.307
H -11.427750 -15.959850 -16.943240 0.2 0.1 -0.1 0.562
C -16.813990 -10.879820 -12.951880 0.5 1.3 1.0 -0.660
H -21.788570 -5.081080 -15.083710 -0.1 0.2 -0.6 0.447
H -14.429840 -13.042680 -12.717310 -1.0 -0.5 0.3 -0.172
C -17.775080 -11.017870 -18.313100 -0.3 0.6 -1.6 -0.272
C -15.969940 -7.818970 -24.727360 -0.1 -0.8 0.0 -1.360
H -13.404880 -9.470830 -12.104140 -0.3 0.1 -0.3 0.365
H -9.671220 -18.430410 -14.734910 0.9 0.7 0.3 0.444
H -16.739970 -8.486230 -24.340160 -0.1 0.2 0.3 0.327
H -18.196340 -11.780650 -17.658270 0.1 0.6 0.8 0.457
H -13.559140 -6.865320 -24.558730 -0.4 -0.7 0.0 0.309
H -13.979410 -10.685740 -15.535650 -1.7 2.8 0.5 0.048
C -20.199910 -5.221890 -13.740190 1.9 0.8 -0.7 -0.803
O -13.147170 -7.706480 -14.196820 -1.0 1.7 3.1 -0.281
C -7.728240 -12.765200 -20.483580 0.7 -0.9 0.4 -1.401
H -12.503410 -7.825450 -21.038570 -0.1 0.7 -0.3 0.298
H -19.449880 -3.825080 -17.689440 1.0 0.4 0.5 0.457
H -14.656350 -9.734160 -10.905480 0.1 0.4 0.6 0.357
H -15.193370 -8.492720 -25.089440 0.5 0.0 0.5 0.305
H -18.030800 -3.563900 -14.650320 0.3 0.1 0.0 0.318
H -10.110420 -12.793860 -19.207430 0.2 0.1 -0.1 0.251
H -21.517710 -6.697600 -17.330210 0.2 -0.4 0.5 0.373
H -13.764690 -15.699900 -16.393890 -0.3 0.6 0.4 0.450
H -11.606040 -10.946550 -11.708020 -0.2 0.2 0.4 0.401
H -13.027470 -9.404710 -20.924630 -0.4 -0.6 -0.8 0.197
H -12.141010 -18.046800 -12.306190 0.6 0.0 0.2 0.421
O -11.303300 -7.660550 -17.448700 1.3 -1.6 -0.2 -0.970
H -10.293250 -10.245310 -17.330510 1.0 -0.2 1.8 0.380
H -6.376630 -8.635340 -18.540200 -0.8 0.5 0.0 0.426
O -14.019730 -8.279040 -22.417000 -1.4 0.2 0.0 -0.467
H -15.629950 -9.145700 -15.606570 0.7 -0.3 0.6 -0.672
H -13.590290 -14.468980 -14.021540 0.0 0.0 -0.3 -0.719
C -20.611340 -6.127000 -17.532690 -1.3 -0.1 -0.9 -1.885
O -7.981140 -11.864960 -16.824720 0.8 -1.1 0.5 -0.494
H -16.068270 -6.822830 -15.386940 -0.2 -0.1 -0.2 0.335
H -19.749340 -8.533830 -17.655510 -1.1 0.1 0.5 0.329
C -14.705700 -11.993540 -12.611010 1.6 1.5 -0.3 0.614
C -15.437080 -6.758140 -23.739040 0.2 -2.6 0.1 0.222
C -12.520790 -15.282840 -11.808060 0.2 0.3 0.2 -1.931
C -6.656670 -11.750320 -20.886030 -1.2 1.5 0.4 -0.836
O -10.098140 -16.423310 -12.588350 0.3 -0.5 0.4 -0.491
H -17.639390 -8.105600 -18.828760 0.4 0.3 -0.3 0.209
H -7.911700 -10.043430 -20.191160 -0.2 -0.3 0.3 0.225
C -20.005750 -5.424430 -16.322490 -0.4 -0.7 -0.3 1.762
H -13.935310 -9.157130 -18.207860 1.5 -2.3 -0.4 0.161
H -19.063980 -6.967550 -13.380550 0.4 -0.2 0.4 0.379
H -16.289250 -6.184760 -23.374140 0.2 1.4 -1.1 0.316
H -13.042350 -7.030310 -14.870180 0.1 1.3 -2.2 0.610
C -10.512080 -16.369170 -14.941890 -1.3 2.1 -0.2 1.209
C -13.486990 -15.549600 -14.119910 1.0 -0.4 -1.2 0.107
H -8.894500 -15.820110 -16.266470 -0.2 0.7 -0.1 0.344
C -6.973120 -14.203810 -18.537070 -0.6 1.0 0.8 -1.742
H -18.392720 -5.438200 -12.650940 0.6 -0.4 -0.3 0.435
O -11.088110 -8.937210 -14.064710 0.0 1.0 -0.8 -0.930
C -13.412620 -8.413470 -21.163790 1.3 -0.5 1.5 -0.187
S -10.516720 -10.220790 -14.452110 3.6 -1.7 4.4 0.365
C -10.339290 -17.813400 -15.335810 -0.7 -1.8 0.0 -1.755
C -13.136720 -16.019280 -15.562180 2.7 0.4 0.0 -1.233
H -12.947980 -18.053880 -13.771970 -1.0 -0.1 0.1 0.319
C -18.733790 -9.830860 -18.566020 -0.9 -2.1 0.1 0.327
O -17.850420 -6.020580 -17.194100 -0.5 -0.2 0.2 -0.208
H -8.631800 -12.583410 -21.065500 -0.4 0.7 0.6 0.477
H -12.134530 -14.292730 -12.050120 -0.1 0.3 0.6 0.476
H -13.801470 -12.178080 -10.777520 -0.4 0.3 0.8 0.159
H -6.823590 -11.474140 -21.927170 0.0 0.0 -0.2 0.439
H -14.607390 -11.619490 -13.630080 0.2 0.5 0.0 -0.317
H -16.325110 -9.905650 -12.941950 0.1 0.3 -1.2 0.231
H -15.893490 -12.574050 -19.109600 0.4 -0.4 -0.3 0.150
H -14.402910 -8.439380 -16.915050 0.0 -0.7 2.3 -0.063
N -11.030450 -16.131500 -13.555580 -0.5 1.7 -2.3 0.504
H -16.802670 -13.355690 -20.501700 0.2 0.6 -0.2 0.256
H -13.370090 -11.362240 -16.822500 -0.2 0.9 -2.8 0.526
C -19.942610 -3.946490 -16.724780 -0.6 0.0 0.7 -1.926
O -14.684450 -9.263760 -15.390650 -0.6 0.0 -0.6 -0.171
C -9.367660 -13.471570 -18.786590 -0.5 -0.3 1.2 -1.895
H -5.082670 -11.763000 -17.250730 -0.8 0.3 0.6 0.388
H -16.451590 -4.280230 -14.146650 -0.4 -0.2 0.5 0.449
H -7.851560 -9.086860 -17.434560 -0.5 0.1 -1.3 0.103
H -10.022760 -17.934120 -16.371830 0.1 0.2 0.0 0.386
O -16.002860 -11.673750 -12.136550 0.0 -1.9 0.8 -0.458
O -11.067400 -5.288790 -17.604600 -1.9 -0.8 0.2 -0.774
N -18.732900 -6.139650 -16.097310 0.3 0.3 1.8 0.668
H -17.694160 -5.077590 -17.283280 0.4 0.4 -0.2 0.242
H -7.522250 -13.776610 -20.833890 0.5 -0.1 -0.2 0.421
```
Forces are in eV/Å.

## Properties
E_tot: -113683.3386 eV
frontier orbital gap: 6.58 eV
net charge: -2
relative energy (zero: lowest compared OMol25 entry of this formula, charge and spin): 65.4 kJ/mol
max |F|: 6.0 eV/Å
2S+1: 1